(1)
Formula: C18H18N2O7S
Source: the OMol25 dataset
Level of theory: the ωB97M-V functional and the def2-TZVPD basis

Geometry as XYZ:
```
46
Properties=species:S:1:pos:R:3
C -3.97130 -0.98283 -2.30903
N -3.72671 0.12863 -1.42300
C -4.61248 0.53010 -0.49700
O -5.69620 0.01956 -0.31835
C -4.16148 1.74020 0.33275
H -4.37477 1.52885 1.38570
H -4.73488 2.61441 0.01490
O -2.78912 2.06131 0.16247
C -1.92474 1.51519 1.04027
O -2.27582 0.81758 1.96390
C -0.51766 1.79125 0.70700
C 0.47030 1.37735 1.60348
C 1.79738 1.41410 1.24413
C 2.16039 1.83791 -0.03665
C 1.18730 2.37190 -0.88398
C -0.13982 2.34820 -0.51460
H -0.89574 2.72240 -1.18744
H 1.47693 2.76085 -1.84933
N 3.46178 1.62484 -0.45830
H 3.68077 1.98329 -1.37695
S 4.05945 0.02677 -0.28837
O 4.92597 -0.14446 -1.41319
O 4.58591 -0.13860 1.02689
C 2.53432 -0.89376 -0.45374
C 1.97145 -1.44307 0.67828
C 0.65131 -1.87759 0.65331
C -0.08262 -1.76339 -0.53844
C 0.51998 -1.24018 -1.67906
C 1.82467 -0.78899 -1.63632
H 2.29759 -0.36351 -2.50630
H -0.06383 -1.18033 -2.58357
O -1.38810 -2.14138 -0.62039
C -1.84568 -2.91021 0.47968
C -1.32121 -2.33725 1.79212
H -1.63577 -2.94806 2.63842
H -1.68405 -1.31050 1.92492
O 0.09727 -2.35115 1.79844
H -2.93530 -2.87660 0.44320
H -1.50079 -3.94604 0.36511
H 2.54115 -1.50892 1.58988
H 2.57194 1.07522 1.91230
H 0.16994 1.00007 2.56901
H -2.84091 0.60470 -1.49584
H -3.98576 -0.64706 -3.34769
H -3.19992 -1.74296 -2.18357
H -4.94457 -1.39756 -2.05220
```

- spin multiplicity = 1
- E_HOMO (eV) = -8.972
- LUMO level (eV) = 0.0
- energy relative to the best compared isomer or geometry (same formula, charge and spin) (kcal per mole) = 0.0
- strongest force on any atom (eV Å⁻¹) = 1.06
- SMILES = CNC(=O)COC(=O)c1ccc(NS(=O)(=O)c2ccc3c(c2)OCCO3)cc1
- M (u) = 406.4
- frontier orbital gap (eV) = 8.9

---

(2)
Formula: C18H18N4O
Source: the OMol25 dataset
Level of theory: the ωB97M-V functional and the def2-TZVPD basis

Geometry as XYZ:
```
41
Properties=species:S:1:pos:R:3
N 0.64016 0.28760 1.54422
N 0.19219 -0.85803 1.65354
N 0.23408 1.81358 -0.14497
N -1.04071 1.92232 1.76242
O 1.66152 -4.25486 1.05776
C -0.45752 -5.11820 0.85325
C -0.56068 -3.88968 1.49554
C 0.88760 -5.27355 0.61188
C 0.74239 -3.32234 1.45399
C -0.04305 1.39110 1.06669
C -0.40920 2.84065 -0.70242
C -1.78962 2.86066 1.20049
C -1.52749 3.35170 -0.03766
C 0.77839 3.70028 -4.74638
C -0.16873 4.50855 -4.10547
C 1.34017 2.60425 -4.08185
C -0.66112 4.21895 -2.79366
C 1.10385 2.55275 -2.73119
C 0.02822 3.19741 -2.07521
C 1.50487 -6.45799 -0.09331
C -3.02736 3.36528 1.90613
C 1.26181 -2.07853 3.57224
C 1.13776 -1.96289 1.99694
H -1.18082 -5.84700 0.79436
H -1.60916 -3.51215 1.77441
H -2.31204 4.09796 -0.42196
H 0.96335 3.95038 -5.80115
H -0.55264 5.33143 -4.71153
H 2.08681 1.92615 -4.61878
H -1.57857 4.71438 -2.38333
H 1.64365 1.74327 -2.16465
H 0.84745 -7.16182 -0.66262
H 2.13599 -5.94798 -0.79790
H 2.05246 -7.08134 0.55905
H -3.85216 3.84612 1.36601
H -2.96131 4.12457 2.73174
H -3.48675 2.46820 2.36080
H 1.74012 -3.03515 3.91080
H 0.21884 -2.08887 3.96706
H 1.91553 -1.27722 3.83030
H 2.10172 -1.64995 1.60441
```

- spin multiplicity = 1
- E_HOMO (eV) = -7.905
- LUMO level (eV) = 0.1
- energy relative to the best compared isomer or geometry (same formula, charge and spin) (kcal per mole) = 102.3
- strongest force on any atom (eV Å⁻¹) = 3.88
- SMILES = Cc1cc(-c2ccccc2)nc(/N=N/[C@@H](C)c2ccc(C)o2)n1
- M (u) = 306.4
- frontier orbital gap (eV) = 8.0

---

(3)
Formula: C18H18N4O2S2
Source: the OMol25 dataset
Level of theory: the ωB97M-V functional and the def2-TZVPD basis

Geometry as XYZ:
```
44
Properties=species:S:1:pos:R:3
C 3.76535 -1.81080 5.20906
H 4.20304 -2.15167 6.14288
C 2.94292 -2.92664 4.59235
H 2.13471 -3.24347 5.26202
H 3.56074 -3.80488 4.37149
O 2.37248 -2.44562 3.37758
C 1.66705 -3.33444 2.66432
O 1.51642 -4.48262 3.01371
C 1.10715 -2.75648 1.42305
C 1.31623 -1.42452 1.08875
C 0.75471 -0.96782 -0.09257
N 0.80394 0.27439 -0.67051
C 0.10844 0.16814 -1.76643
N -0.41565 -1.07743 -1.97948
C -0.00434 -1.83925 -0.91551
C -0.20894 -3.16853 -0.57776
C 0.35537 -3.60917 0.59869
H 0.23227 -4.63260 0.91803
H -0.78388 -3.83210 -1.20577
C -1.17256 -1.50906 -3.12278
C -0.26177 -2.04992 -4.22188
H -0.85721 -2.38216 -5.06746
H 0.32218 -2.88926 -3.85083
H 0.41877 -1.27115 -4.55756
H -1.73793 -0.65010 -3.49630
H -1.87423 -2.28061 -2.79437
S -0.13800 1.45240 -2.90958
C 0.29231 2.87461 -1.83029
C -0.93144 3.53609 -1.33065
C -1.44865 4.75645 -1.70002
N -2.59401 4.90604 -0.97016
C -3.60443 5.81065 -0.78858
C -4.51018 5.38160 0.10907
S -4.12915 3.81192 0.76900
C -2.71166 3.76659 -0.20986
N -1.73249 2.92766 -0.40489
H -5.39450 5.88778 0.43674
H -3.61640 6.73812 -1.33029
H -1.09572 5.49479 -2.38863
H 0.89140 3.55629 -2.43049
H 0.87030 2.42882 -1.02105
H 1.89212 -0.77128 1.72186
H 4.56025 -1.51321 4.53043
H 3.13499 -0.94754 5.40470
```

- spin multiplicity = 1
- E_HOMO (eV) = -7.884
- LUMO level (eV) = 0.6
- energy relative to the best compared isomer or geometry (same formula, charge and spin) (kcal per mole) = 0.0
- strongest force on any atom (eV Å⁻¹) = 0.80
- SMILES = CCOC(=O)c1ccc2c(c1)nc(SCc1cn3ccsc3n1)n2CC
- M (u) = 386.5
- frontier orbital gap (eV) = 8.5

---

(4)
Formula: C18H18N4O3S
Source: the OMol25 dataset
Level of theory: the ωB97M-V functional and the def2-TZVPD basis

Geometry as XYZ:
```
44
Properties=species:S:1:pos:R:3
C 1.44345 2.59967 3.97920
H 0.68389 3.29334 4.35550
O 1.22686 2.27669 2.62892
C 0.05508 1.65340 2.29407
C -0.11217 1.35656 0.94360
C -1.24759 0.71973 0.48983
C -2.26092 0.36081 1.37894
C -2.08780 0.66350 2.72615
C -0.95097 1.30303 3.18541
H -0.86377 1.51228 4.23991
H -2.86024 0.39023 3.43074
N -3.46023 -0.22586 0.96354
H -3.94838 -0.65654 1.73822
C -3.47044 -1.05378 -0.21897
C -2.47698 -2.16366 -0.12388
N -2.24733 -2.92853 0.89017
N -1.21796 -3.73801 0.56942
C -0.86949 -3.42050 -0.63610
S 0.40284 -4.11906 -1.57326
C 0.17172 -3.17113 -3.11655
H 0.93683 -3.54782 -3.79720
H -0.81290 -3.38869 -3.53054
C 0.32622 -1.65396 -2.96262
O -0.42484 -0.90435 -3.54156
N 1.36748 -1.30335 -2.17696
C 1.84161 -0.02012 -1.86448
C 1.34587 1.13167 -2.46498
C 1.87537 2.36290 -2.11967
C 2.89151 2.45901 -1.18402
C 3.38347 1.31021 -0.58593
C 2.86417 0.07538 -0.92380
H 3.24651 -0.82115 -0.45579
H 4.17044 1.37559 0.14965
H 3.29432 3.42357 -0.91615
H 1.48437 3.25436 -2.58649
H 0.55349 1.06076 -3.19080
H 1.86734 -2.05832 -1.72074
O -1.62472 -2.42354 -1.14747
H -3.23681 -0.45528 -1.10387
H -4.47553 -1.46808 -0.33920
H -1.33326 0.51341 -0.56585
H 0.66952 1.63776 0.25800
H 2.41885 3.08291 4.01470
H 1.46112 1.70498 4.61089
```

- spin multiplicity = 1
- E_HOMO (eV) = -7.530
- LUMO level (eV) = 0.4
- energy relative to the best compared isomer or geometry (same formula, charge and spin) (kcal per mole) = 51.6
- strongest force on any atom (eV Å⁻¹) = 1.65
- SMILES = COc1ccc(NCc2nnc(SCC(=O)Nc3ccccc3)o2)cc1
- M (u) = 370.4
- frontier orbital gap (eV) = 8.0

---

(5)
Formula: C18H18N4OS
Source: the OMol25 dataset
Level of theory: the ωB97M-V functional and the def2-TZVPD basis

Geometry as XYZ:
```
42
Properties=species:S:1:pos:R:3
C 0.39396 -3.46247 1.51343
C 0.53820 -2.47418 0.39832
C -0.24093 -2.56088 -0.74813
C -0.08813 -1.64960 -1.77819
C 0.85965 -0.64781 -1.69032
C 1.64504 -0.55767 -0.54766
C 1.47916 -1.45772 0.49339
H 2.09422 -1.36711 1.37477
N 2.64752 0.42718 -0.44957
C 2.53249 1.78475 -0.61956
N 3.66051 2.38449 -0.42011
N 4.54040 1.40848 -0.10811
C 3.95961 0.18200 -0.09053
S 4.69282 -1.25067 0.20904
H 5.49175 1.61949 0.14172
C 1.28275 2.50583 -0.99288
N 0.13937 2.06541 -0.22078
C 0.21453 1.79081 1.10107
O 1.25653 1.79556 1.71658
C -1.12916 1.50215 1.76994
C -2.15912 0.90859 0.85838
C -2.31168 -0.46907 0.77080
C -3.24049 -1.02085 -0.09300
C -4.02826 -0.20343 -0.88504
C -3.89147 1.17167 -0.80003
C -2.96520 1.72354 0.06742
H -2.87989 2.79965 0.14547
H -4.51151 1.81675 -1.40521
H -4.75318 -0.63438 -1.55908
H -3.35335 -2.09307 -0.14505
H -1.70024 -1.10984 1.38739
H -0.92733 0.84236 2.61473
H -1.47808 2.45887 2.16957
H -0.76049 2.04134 -0.67468
H 1.48287 3.57250 -0.82980
H 1.06094 2.35180 -2.05243
H 1.00780 0.03856 -2.51011
H -0.70156 -1.72846 -2.66328
H -0.97066 -3.35188 -0.83887
H 1.21105 -4.18237 1.47137
H 0.44476 -2.96468 2.47969
H -0.54518 -4.00567 1.43933
```

- spin multiplicity = 1
- E_HOMO (eV) = -7.689
- LUMO level (eV) = 0.5
- energy relative to the best compared isomer or geometry (same formula, charge and spin) (kcal per mole) = 8.0
- strongest force on any atom (eV Å⁻¹) = 1.01
- SMILES = Cc1cccc(-n2c(CNC(=O)Cc3ccccc3)n[nH]c2=S)c1
- M (u) = 338.4
- frontier orbital gap (eV) = 8.2

---

(6)
Formula: C18H18N6OS
Source: the OMol25 dataset
Level of theory: the ωB97M-V functional and the def2-TZVPD basis

Geometry as XYZ:
```
44
Properties=species:S:1:pos:R:3
N 3.37055 -2.87777 -3.44650
C 3.12237 -1.84064 -2.95801
N 0.28121 1.58102 1.12565
N -0.72318 1.34362 2.03873
N -2.97760 0.42017 3.76080
O 4.32409 0.49004 -3.88915
S -0.68822 -0.77271 0.55343
C 0.38937 0.60083 0.27445
C -1.32169 0.15330 1.93251
C -3.88490 -0.42089 4.26773
C -2.85131 -1.61347 2.71977
C -3.83595 -1.69205 3.65806
C 2.92493 1.84650 -2.25952
C 1.99439 1.85499 -1.21464
C 1.80458 -0.53695 -1.39482
C 2.78342 -0.59746 -2.38693
C 3.35040 0.61623 -2.88862
C 1.39128 0.65045 -0.79206
N -2.34242 -0.29665 2.78117
N -5.53090 -2.46648 5.22611
C -4.77072 -2.78668 4.00491
C 5.93164 1.17520 -5.55971
C 3.53952 1.93529 -5.66283
C -4.85743 -0.11572 5.35423
C -6.01410 -1.11017 5.33306
C 4.70587 1.59718 -4.73123
H -2.54179 -2.41483 2.03444
H 3.36488 2.77769 -2.58401
H 1.69649 2.82157 -0.82434
H 1.39178 -1.53809 -1.09203
H -4.97400 -2.69032 6.05283
H -5.44522 -2.96248 3.12618
H -4.18287 -3.71440 4.14882
H 5.63698 0.39152 -6.21279
H 6.30824 2.02110 -6.14291
H 6.72976 0.80654 -4.93918
H 3.19871 0.99396 -6.08950
H 2.71502 2.37894 -5.08876
H 3.84336 2.59298 -6.46760
H -4.39975 -0.15461 6.32386
H -5.20918 0.91553 5.20072
H -6.52703 -0.99417 6.28707
H -6.73105 -0.82273 4.55415
H 5.01046 2.45461 -4.13354
```

- spin multiplicity = 1
- E_HOMO (eV) = -8.502
- LUMO level (eV) = -0.3
- energy relative to the best compared isomer or geometry (same formula, charge and spin) (kcal per mole) = 41.3
- strongest force on any atom (eV Å⁻¹) = 3.62
- SMILES = CC(C)Oc1ccc(-c2nnc(-n3cc4c(n3)CCNC4)s2)cc1C#N
- M (u) = 366.4
- frontier orbital gap (eV) = 8.2

---

(7)
Formula: C18H18N7OPS5Sc
Source: the OMol25 dataset
Level of theory: the ωB97M-V functional and the def2-TZVPD basis

Geometry as XYZ:
```
51
Properties=species:S:1:pos:R:3
Sc -0.74622 1.40713 0.65768
S 0.88069 8.17128 2.91048
C 0.49110 6.61375 2.56052
S -1.09164 6.09945 2.09978
C -0.74253 4.40193 1.86357
C 0.53527 4.03789 2.08135
S 1.18283 2.41269 1.93791
S 1.62910 5.31505 2.55520
S -2.07699 3.36420 1.39249
C 2.46045 -1.77977 -3.03528
N 1.40835 -2.20083 -2.01790
C 2.11534 -2.77980 -0.79054
N 3.06301 -1.85378 -0.26186
C 4.02794 -1.47009 -1.28872
N 3.39317 -0.86357 -2.46128
C 2.80688 0.45610 -2.16198
P 1.49821 0.34277 -0.85983
C 0.56617 -1.03211 -1.62800
C 2.43070 -0.67851 0.36472
H 1.92727 -1.34105 -3.87671
H 2.96555 -2.69189 -3.35118
H 0.77008 -2.88891 -2.43824
H 2.60870 -3.69041 -1.12844
H 1.33863 -3.01270 -0.06437
H 4.56994 -2.36055 -1.61273
H 4.74059 -0.76604 -0.86349
H 2.38462 0.87799 -3.07524
H 3.59979 1.12796 -1.83400
H 0.07606 -0.67459 -2.52982
H -0.19715 -1.38252 -0.93475
H 1.73644 -0.99969 1.14308
H 3.19464 -0.06679 0.84484
O -0.60234 -0.53722 1.23684
N -1.78670 -0.13628 1.87684
C -1.64852 0.09742 3.27034
C -2.75798 0.13779 4.04786
C -4.01484 -0.23960 3.54354
C -4.06183 -0.79002 2.24997
C -2.95932 -0.81474 1.46001
H -0.64674 0.35923 3.56950
H -2.63719 0.43173 5.08176
H -4.89759 -0.20161 4.16401
H -4.96978 -1.23911 1.86990
H -2.89391 -1.25693 0.47901
N -1.82333 0.88655 -1.26982
C -2.32016 -0.00635 -1.82417
C -2.85787 -1.12311 -2.45132
C -1.93054 -2.10482 -2.87303
N -1.09780 -2.85413 -3.16211
C -4.25390 -1.28573 -2.65183
N -5.38668 -1.41768 -2.81453
```

- spin multiplicity = 2
- E_HOMO (alpha / beta) (eV) = -6.719 / -6.861
- LUMO level (alpha / beta) (eV) = -0.5 / -0.6
- energy relative to the best compared isomer or geometry (same formula, charge and spin) (kcal per mole) = 3.4
- strongest force on any atom (eV Å⁻¹) = 0.37
- M (u) = 584.7
- frontier orbital gap (alpha / beta) (eV) = 6.2 / 6.3

---

(8)
Formula: C18H18N8O4S
Source: the OMol25 dataset
Level of theory: the ωB97M-V functional and the def2-TZVPD basis

Geometry as XYZ:
```
49
Properties=species:S:1:pos:R:3
O 2.24207 6.49485 -0.39801
O 1.89875 -4.03032 1.81425
O -0.16589 -4.82483 0.71205
N 2.88594 4.17467 -3.62811
N -3.74416 -4.20016 3.11980
N 1.14904 2.69845 -3.07509
N 0.45786 4.21369 -0.79698
O -2.43284 -3.72896 2.79957
C 2.30863 5.75220 -1.39030
C 3.51923 5.24193 -3.30073
C -3.54971 -5.40265 3.60650
C -1.50749 -4.60664 3.24366
C -2.14607 -5.68924 3.79074
C 0.16655 2.31462 -2.22332
C 1.82673 3.81051 -2.77223
C 1.47066 4.56041 -1.62086
C -0.20691 3.07703 -1.11226
C 0.15455 0.11408 2.22774
C -1.11690 -0.40732 0.25173
C 0.42458 -1.25389 2.47145
C -0.80239 -1.74282 0.44888
C -0.57335 0.52108 1.10409
C -0.02530 -2.16172 1.50938
N 4.51089 5.51541 -4.11681
N 3.24956 6.10947 -2.30113
N -0.79159 1.88096 0.97454
N -0.13062 -4.38116 3.23654
C -4.78525 -6.22864 4.03083
C -1.49818 -6.82724 4.49286
C -1.36288 2.59187 -0.17367
S 0.44063 -3.92513 1.73133
H -0.38754 1.38716 -2.46278
H 0.54292 0.86305 2.94745
H -1.76707 -0.18357 -0.59398
H 1.08810 -1.54498 3.29953
H -1.20399 -2.48750 -0.24637
H 4.49372 4.92170 -4.93001
H 4.68307 6.52656 -4.18115
H 4.00317 6.67413 -1.95914
H -0.50334 2.46856 1.75545
H 0.34853 -5.23361 3.46552
H -5.69274 -5.63653 3.94014
H -4.85847 -7.11574 3.41821
H -4.73256 -6.54071 5.09913
H -1.76455 -6.81705 5.52997
H -1.86776 -7.74660 4.02846
H -0.41056 -6.83393 4.43800
H -2.00914 3.42596 0.19745
H -2.02084 1.95166 -0.75126
```

- spin multiplicity = 1
- E_HOMO (eV) = -8.354
- LUMO level (eV) = -0.6
- energy relative to the best compared isomer or geometry (same formula, charge and spin) (kcal per mole) = 0.0
- strongest force on any atom (eV Å⁻¹) = 4.99
- SMILES = Cc1noc(NS(=O)(=O)c2ccc(NCc3cnc4nc(N)[nH]c(=O)c4n3)cc2)c1C
- M (u) = 442.5
- frontier orbital gap (eV) = 7.8